#a
ORCA calculation (wB97M-V/def2-TZVPD) on a 12-piece molecular cluster, C60H60N12 overall.

## Properties
- SMILES: c1ccncc1.c1ccncc1.c1ccncc1.c1ccncc1.c1ccncc1.c1ccncc1.c1ccncc1.c1ccncc1.c1ccncc1.c1ccncc1.c1ccncc1.c1ccncc1
- Spin multiplicity: 1

Each atom is followed by the atoms it is bonded to, with distances in Å.
Cartesian coordinates (Å):
1 N -0.051 -3.076 0.849  C26 1.323, C35 1.353
2 N -1.292 -4.425 -2.718  C20 1.294, C61 1.378
3 N -0.258 1.865 -2.303  C14 1.310, C49 1.329
4 N 4.475 0.994 -0.835  C67 1.309, C69 1.315
5 N -5.007 -2.079 -0.471  C17 1.332, C68 1.329
6 N -4.455 3.406 0.743  C71 1.355, C72 1.330
7 N -2.149 0.466 4.265  C32 1.304, C66 1.327
8 N 7.020 -2.464 0.470  C28 1.345, C57 1.333
9 N 2.680 -2.308 -2.360  C18 1.335, C39 1.311
10 N -2.763 1.582 -7.452  C22 1.340, C42 1.323
11 N 1.891 0.183 3.038  C23 1.364, C30 1.310
12 N 0.211 5.448 4.068  C47 1.321, C62 1.306
13 C 3.964 3.306 -1.047  C64 1.384, C69 1.413, H126 1.117
14 C 0.342 0.701 -2.349  N3 1.310, C54 1.402, H100 1.083
15 C -3.541 1.208 -5.193  C42 1.413, C46 1.367, H112 1.051
16 C -4.237 0.415 -1.582  C43 1.381, C70 1.388, H73 1.112
17 C -3.788 -1.885 -0.972  N5 1.332, C70 1.383, H102 1.072
18 C 2.992 -3.313 -1.538  N9 1.335, C48 1.416, H123 1.085
19 C 5.806 2.592 0.276  C64 1.377, C67 1.370, H93 1.043
20 C -2.305 -4.708 -3.470  N2 1.294, C41 1.393, H88 1.052
21 C -0.888 4.423 2.234  C27 1.390, C47 1.387, H105 1.089
22 C -1.526 1.639 -6.937  N10 1.340, C52 1.409, H116 1.121
23 C 1.876 0.291 4.399  N11 1.364, C50 1.368, H74 1.065
24 C 3.098 2.210 2.992  C30 1.367, C33 1.401, H81 1.093
25 C 4.784 -2.500 -3.377  C39 1.336, C51 1.449, H80 1.074
26 C -0.328 -4.244 0.294  N1 1.323, C29 1.358, H96 1.065
27 C -1.309 3.346 3.004  C21 1.390, C58 1.340, H95 1.107
28 C 7.729 -2.874 1.538  N8 1.345, C60 1.367, H76 1.050
29 C 0.524 -5.298 0.379  C26 1.358, C53 1.404, H128 1.063
30 C 2.527 1.125 2.387  N11 1.310, C24 1.367, H101 1.102
31 C 5.112 -2.366 1.938  C36 1.414, C57 1.370, H120 1.084
32 C -3.390 0.526 4.663  N7 1.304, C38 1.427, H99 1.094
33 C 3.069 2.344 4.386  C24 1.401, C50 1.406, H83 1.048
34 C -4.101 -1.035 2.968  C38 1.412, C45 1.392, H114 1.091
35 C 1.065 -2.954 1.604  N1 1.353, C44 1.363, H92 1.083
36 C 5.830 -2.889 3.039  C31 1.414, C60 1.370, H85 1.063
37 C -6.322 4.861 0.335  C63 1.398, C72 1.388, H121 1.084
38 C -4.459 -0.172 4.027  C32 1.427, C34 1.412, H122 1.056
39 C 3.576 -1.945 -3.245  N9 1.311, C25 1.336, H108 1.078
40 C -1.187 1.264 -0.177  C49 1.383, C65 1.372, H130 1.089
41 C -2.508 -4.012 -4.659  C20 1.393, C59 1.397, H82 1.104
42 C -3.741 1.406 -6.578  N10 1.323, C15 1.413, H89 1.102
43 C -5.488 0.240 -1.025  C16 1.381, C68 1.399, H103 1.057
44 C 1.860 -4.027 1.879  C35 1.363, C53 1.403, H91 1.115
45 C -2.750 -1.244 2.703  C34 1.392, C66 1.355, H77 1.011
46 C -2.286 1.285 -4.656  C15 1.367, C52 1.402, H90 1.037
47 C -0.106 5.427 2.786  N12 1.321, C21 1.387, H125 1.101
48 C 4.275 -3.913 -1.548  C18 1.416, C51 1.337, H104 1.047
49 C -0.989 2.141 -1.229  N3 1.329, C40 1.383, H118 1.083
50 C 2.435 1.318 5.109  C23 1.368, C33 1.406, H117 1.054
51 C 5.184 -3.544 -2.455  C25 1.449, C48 1.337, H113 1.127
52 C -1.244 1.534 -5.560  C22 1.409, C46 1.402, H111 1.055
53 C 1.608 -5.266 1.270  C29 1.404, C44 1.403, H75 1.084
54 C 0.284 -0.244 -1.314  C14 1.402, C65 1.383, H115 1.043
55 C -0.639 -2.677 -4.218  C59 1.401, C61 1.353, H94 1.097
56 C -5.970 3.919 2.481  C63 1.366, C71 1.384, H131 1.068
57 C 5.741 -2.195 0.733  N8 1.333, C31 1.370, H98 1.128
58 C -0.935 3.339 4.291  C27 1.340, C62 1.431, H84 1.053
59 C -1.731 -2.923 -5.060  C41 1.397, C55 1.401, H79 1.093
60 C 7.126 -3.196 2.722  C28 1.367, C36 1.370, H86 1.087
61 C -0.448 -3.403 -3.093  N2 1.378, C55 1.353, H97 1.066
62 C -0.230 4.470 4.812  N12 1.306, C58 1.431, H106 1.078
63 C -6.706 4.738 1.673  C37 1.398, C56 1.366, H87 1.086
64 C 4.964 3.601 -0.136  C13 1.384, C19 1.377, H127 1.110
65 C -0.500 0.078 -0.222  C40 1.372, C54 1.383, H109 1.063
66 C -1.859 -0.468 3.367  N7 1.327, C45 1.355, H110 1.103
67 C 5.501 1.306 -0.084  N4 1.309, C19 1.370, H119 1.089
68 C -5.816 -1.026 -0.527  N5 1.329, C43 1.399, H124 1.056
69 C 3.793 1.954 -1.420  N4 1.315, C13 1.413, H78 1.068
70 C -3.408 -0.698 -1.572  C16 1.388, C17 1.383, H129 1.035
71 C -4.839 3.258 2.034  N6 1.355, C56 1.384, H107 1.092
72 C -5.198 4.153 -0.069  N6 1.330, C37 1.388, H132 1.089
73 H -4.008 1.370 -2.103  C16 1.112
74 H 1.248 -0.433 4.865  C23 1.065
75 H 2.330 -6.074 1.312  C53 1.084
76 H 8.762 -3.010 1.418  C28 1.050
77 H -2.505 -1.731 1.852  C45 1.011
78 H 2.993 1.784 -2.107  C69 1.068
79 H -1.903 -2.442 -6.026  C59 1.093
80 H 5.510 -2.319 -4.148  C25 1.074
81 H 3.685 2.888 2.366  C24 1.093
82 H -3.293 -4.264 -5.394  C41 1.104
83 H 3.521 3.200 4.788  C33 1.048
84 H -1.274 2.604 4.965  C58 1.053
85 H 5.364 -3.120 3.966  C36 1.063
86 H 7.740 -3.703 3.462  C60 1.087
87 H -7.508 5.353 2.072  C63 1.086
88 H -2.884 -5.532 -3.162  C20 1.052
89 H -4.743 1.362 -7.033  C42 1.102
90 H -2.192 1.176 -3.629  C46 1.037
91 H 2.689 -3.897 2.612  C44 1.115
92 H 1.146 -1.970 2.048  C35 1.083
93 H 6.618 2.926 0.838  C19 1.043
94 H 0.017 -1.819 -4.411  C55 1.097
95 H -1.984 2.655 2.461  C27 1.107
96 H -1.204 -4.244 -0.313  C26 1.065
97 H 0.405 -3.288 -2.463  C61 1.066
98 H 5.178 -1.775 -0.149  C57 1.128
99 H -3.694 1.247 5.427  C32 1.094
100 H 0.861 0.416 -3.255  C14 1.083
101 H 2.427 1.033 1.294  C30 1.102
102 H -3.094 -2.701 -0.941  C17 1.072
103 H -6.210 1.009 -0.960  C43 1.057
104 H 4.520 -4.629 -0.825  C48 1.047
105 H -1.191 4.523 1.192  C21 1.089
106 H -0.130 4.601 5.878  C62 1.078
107 H -4.174 2.618 2.617  C71 1.092
108 H 3.115 -1.200 -3.875  C39 1.078
109 H -0.564 -0.711 0.488  C65 1.063
110 H -0.801 -0.433 3.057  C66 1.103
111 H -0.270 1.713 -5.197  C52 1.055
112 H -4.364 1.127 -4.543  C15 1.051
113 H 6.162 -4.085 -2.602  C51 1.127
114 H -4.896 -1.589 2.467  C34 1.091
115 H 0.815 -1.140 -1.372  C54 1.043
116 H -0.660 1.819 -7.624  C22 1.121
117 H 2.320 1.386 6.155  C50 1.054
118 H -1.405 3.139 -1.165  C49 1.083
119 H 6.116 0.510 0.333  C67 1.089
120 H 4.114 -1.946 1.978  C31 1.084
121 H -6.919 5.550 -0.251  C37 1.084
122 H -5.470 0.072 4.213  C38 1.056
123 H 2.270 -3.539 -0.761  C18 1.085
124 H -6.756 -1.206 -0.082  C68 1.056
125 H 0.147 6.354 2.248  C47 1.101
126 H 3.162 4.028 -1.334  C13 1.117
127 H 5.112 4.622 0.274  C64 1.110
128 H 0.414 -6.091 -0.320  C29 1.063
129 H -2.458 -0.676 -1.981  C70 1.035
130 H -1.912 1.520 0.594  C40 1.089
131 H -6.202 3.776 3.513  C56 1.068
132 H -4.697 4.196 -1.035  C72 1.089

---

#b
ORCA calculation (wB97M-V/def2-TZVPD) on a 12-piece molecular cluster, C60H60N12 overall.

## Properties
- SMILES: c1ccncc1.c1ccncc1.c1ccncc1.c1ccncc1.c1ccncc1.c1ccncc1.c1ccncc1.c1ccncc1.c1ccncc1.c1ccncc1.c1ccncc1.c1ccncc1
- Spin multiplicity: 1

Each atom is followed by the atoms it is bonded to, with distances in Å.
Cartesian coordinates (Å):
1 N 1.226 -21.726 -13.145  C16 1.297, C47 1.395
2 N -2.181 -25.208 -10.553  C54 1.352, C61 1.357
3 N 4.810 -23.649 -13.725  C14 1.332, C20 1.375
4 N 8.548 -19.169 -14.431  C43 1.350, C44 1.348
5 N 2.813 -24.892 -8.338  C22 1.305, C58 1.353
6 N 1.197 -16.933 -10.308  C30 1.364, C33 1.320
7 N 4.086 -14.765 -12.858  C48 1.348, C56 1.385
8 N -1.255 -20.911 -8.467  C35 1.343, C60 1.295
9 N 7.070 -25.148 -10.596  C62 1.343, C68 1.329
10 N 4.003 -18.451 -17.220  C32 1.369, C53 1.381
11 N 2.356 -16.957 -4.759  C15 1.319, C45 1.337
12 N 4.866 -18.755 -9.766  C17 1.330, C46 1.340
13 C 1.622 -18.455 -6.478  C15 1.397, C19 1.401, H79 1.129
14 C 5.177 -24.897 -14.013  N3 1.332, C65 1.450, H100 1.076
15 C 1.519 -17.868 -5.214  N11 1.319, C13 1.397, H93 1.089
16 C 0.048 -21.437 -13.603  N1 1.297, C40 1.417, H121 1.080
17 C 5.263 -19.901 -9.219  N12 1.330, C36 1.357, H81 1.132
18 C 0.794 -20.626 -9.550  C60 1.359, C69 1.391, H87 1.108
19 C 2.684 -18.091 -7.315  C13 1.401, C24 1.422, H129 1.060
20 C 5.735 -22.665 -13.979  N3 1.375, C64 1.398, H131 1.097
21 C 0.840 -15.071 -11.755  C26 1.325, C30 1.345, H89 1.093
22 C 3.852 -24.800 -9.123  N5 1.305, C59 1.378, H82 1.093
23 C 9.266 -24.666 -11.547  C37 1.408, C68 1.418, H97 1.062
24 C 3.652 -17.200 -6.774  C19 1.422, C45 1.368, H127 1.159
25 C 1.825 -22.458 -15.434  C38 1.453, C47 1.402, H113 1.134
26 C 0.342 -14.345 -10.766  C21 1.325, C49 1.396, H120 1.035
27 C 6.249 -15.595 -12.056  C56 1.410, C57 1.366, H99 1.126
28 C -2.692 -23.046 -11.391  C61 1.382, C70 1.395, H98 1.078
29 C 2.534 -24.352 -11.046  C59 1.387, C63 1.374, H118 1.106
30 C 1.268 -16.327 -11.528  N6 1.364, C21 1.345, H74 1.098
31 C 0.664 -21.781 -7.445  C35 1.411, C69 1.401, H114 1.141
32 C 4.828 -18.044 -16.207  N10 1.369, C71 1.399, H85 1.108
33 C 0.670 -16.259 -9.304  N6 1.320, C49 1.408, H102 1.106
34 C 3.943 -20.068 -11.561  C46 1.408, C72 1.374, H80 1.097
35 C -0.728 -21.559 -7.414  N8 1.343, C31 1.411, H95 1.054
36 C 5.112 -21.123 -9.787  C17 1.357, C72 1.415, H108 1.113
37 C 9.387 -26.018 -11.922  C23 1.408, C55 1.355, H130 1.137
38 C 0.486 -22.129 -15.892  C25 1.453, C40 1.406, H94 1.058
39 C 2.164 -18.333 -15.692  C50 1.399, C53 1.360, H106 1.075
40 C -0.401 -21.602 -14.937  C16 1.417, C38 1.406, H125 1.083
41 C 6.084 -14.816 -14.270  C48 1.408, C57 1.362, H91 1.089
42 C 8.699 -20.202 -11.778  C51 1.385, C67 1.421, H83 1.083
43 C 7.595 -18.978 -13.494  N4 1.350, C67 1.374, H86 1.090
44 C 9.593 -19.907 -14.005  N4 1.348, C51 1.437, H116 1.079
45 C 3.387 -16.647 -5.551  N11 1.337, C24 1.368, H132 1.114
46 C 4.182 -18.840 -10.915  N12 1.340, C34 1.408, H119 1.111
47 C 2.134 -22.206 -14.089  N1 1.395, C25 1.402, H103 1.047
48 C 4.723 -14.550 -14.026  N7 1.348, C41 1.408, H78 1.109
49 C 0.288 -14.917 -9.493  C26 1.396, C33 1.408, H109 1.098
50 C 3.029 -17.913 -14.676  C39 1.399, C71 1.385, H96 1.132
51 C 9.712 -20.464 -12.686  C42 1.385, C44 1.437, H110 1.097
52 C -2.084 -24.742 -12.957  C54 1.406, C70 1.400, H126 1.087
53 C 2.667 -18.633 -16.919  N10 1.381, C39 1.360, H123 1.084
54 C -1.974 -25.583 -11.836  N2 1.352, C52 1.406, H124 1.086
55 C 8.433 -26.905 -11.552  C37 1.355, C62 1.415, H115 1.064
56 C 4.868 -15.366 -11.886  N7 1.385, C27 1.410, H101 1.087
57 C 6.823 -15.387 -13.279  C27 1.366, C41 1.362, H117 1.064
58 C 1.582 -24.688 -8.860  N5 1.353, C63 1.386, H90 1.078
59 C 3.778 -24.598 -10.484  C22 1.378, C29 1.387, H128 1.091
60 C -0.554 -20.477 -9.466  N8 1.295, C18 1.359, H73 1.126
61 C -2.542 -23.920 -10.330  N2 1.357, C28 1.382, H77 1.079
62 C 7.256 -26.438 -10.920  N9 1.343, C55 1.415, H111 1.085
63 C 1.443 -24.414 -10.212  C29 1.374, C58 1.386, H84 1.062
64 C 6.884 -22.947 -14.724  C20 1.398, C66 1.416, H122 1.115
65 C 6.400 -25.276 -14.693  C14 1.450, C66 1.383, H104 1.101
66 C 7.177 -24.249 -15.196  C64 1.416, C65 1.383, H76 1.084
67 C 7.649 -19.326 -12.165  C42 1.421, C43 1.374, H92 1.092
68 C 8.030 -24.303 -10.954  N9 1.329, C23 1.418, H75 1.083
69 C 1.428 -21.316 -8.522  C18 1.391, C31 1.401, H105 1.090
70 C -2.526 -23.435 -12.720  C28 1.395, C52 1.400, H107 1.118
71 C 4.381 -17.736 -14.917  C32 1.399, C50 1.385, H112 1.089
72 C 4.450 -21.230 -11.032  C34 1.374, C36 1.415, H88 1.125
73 H -1.011 -19.827 -10.263  C60 1.126
74 H 1.633 -16.905 -12.389  C30 1.098
75 H 7.794 -23.261 -10.777  C68 1.083
76 H 8.032 -24.362 -15.854  C66 1.084
77 H -2.762 -23.475 -9.372  C61 1.079
78 H 4.091 -14.190 -14.864  C48 1.109
79 H 0.777 -19.092 -6.870  C13 1.129
80 H 3.391 -20.024 -12.508  C34 1.097
81 H 5.715 -19.805 -8.186  C17 1.132
82 H 4.822 -24.944 -8.642  C22 1.093
83 H 8.721 -20.615 -10.777  C42 1.083
84 H 0.463 -24.196 -10.558  C63 1.062
85 H 5.876 -18.131 -16.557  C32 1.108
86 H 6.721 -18.428 -13.845  C43 1.090
87 H 1.290 -20.257 -10.470  C18 1.108
88 H 4.172 -22.226 -11.478  C72 1.125
89 H 0.892 -14.636 -12.757  C21 1.093
90 H 0.715 -24.932 -8.268  C58 1.078
91 H 6.582 -14.591 -15.213  C41 1.089
92 H 6.848 -19.221 -11.430  C67 1.092
93 H 0.614 -18.078 -4.646  C15 1.089
94 H 0.152 -22.403 -16.858  C38 1.058
95 H -1.444 -21.948 -6.745  C35 1.054
96 H 2.664 -17.636 -13.641  C50 1.132
97 H 9.971 -24.000 -11.978  C23 1.062
98 H -2.734 -22.012 -11.089  C28 1.078
99 H 6.908 -15.843 -11.177  C27 1.126
100 H 4.432 -25.631 -13.761  C14 1.076
101 H 4.358 -15.578 -10.951  C56 1.087
102 H 0.620 -16.735 -8.306  C33 1.106
103 H 3.114 -22.352 -13.753  C47 1.047
104 H 6.350 -26.301 -15.093  C65 1.101
105 H 2.489 -21.566 -8.570  C69 1.090
106 H 1.156 -18.593 -15.425  C39 1.075
107 H -2.639 -22.648 -13.508  C70 1.118
108 H 5.391 -21.983 -9.138  C36 1.113
109 H -0.192 -14.343 -8.691  C49 1.098
110 H 10.462 -21.201 -12.374  C51 1.097
111 H 6.554 -27.248 -10.756  C62 1.085
112 H 5.090 -17.554 -14.110  C71 1.089
113 H 2.599 -22.927 -16.117  C25 1.134
114 H 1.171 -22.415 -6.642  C31 1.141
115 H 8.637 -27.928 -11.766  C55 1.064
116 H 10.372 -20.133 -14.717  C44 1.079
117 H 7.847 -15.639 -13.420  C57 1.064
118 H 2.353 -24.419 -12.135  C29 1.106
119 H 3.777 -17.869 -11.272  C46 1.111
120 H -0.069 -13.410 -10.928  C26 1.035
121 H -0.603 -21.132 -12.796  C16 1.080
122 H 7.444 -22.012 -14.960  C64 1.115
123 H 2.081 -19.191 -17.640  C53 1.084
124 H -1.485 -26.551 -11.876  C54 1.086
125 H -1.429 -21.339 -15.151  C40 1.083
126 H -1.888 -25.055 -13.980  C52 1.087
127 H 4.599 -16.864 -7.351  C24 1.159
128 H 4.707 -24.593 -11.056  C59 1.091
129 H 2.743 -18.491 -8.295  C19 1.060
130 H 10.262 -26.368 -12.559  C37 1.137
131 H 5.339 -21.688 -13.677  C20 1.097
132 H 4.097 -15.872 -5.183  C45 1.114

---

#c
ORCA calculation (wB97M-V/def2-TZVPD) on a 12-piece molecular cluster, C60H60N12 overall.

## Properties
- SMILES: c1ccncc1.c1ccncc1.c1ccncc1.c1ccncc1.c1ccncc1.c1ccncc1.c1ccncc1.c1ccncc1.c1ccncc1.c1ccncc1.c1ccncc1.c1ccncc1
- Spin multiplicity: 1

Each atom is followed by the atoms it is bonded to, with distances in Å.
Cartesian coordinates (Å):
1 N 0.459 6.696 -1.060  C18 1.369, C64 1.333
2 N -1.071 -3.361 -0.550  C17 1.386, C60 1.404
3 N 2.620 2.296 3.836  C62 1.364, C70 1.363
4 N -4.177 -1.974 -3.328  C65 1.323, C68 1.344
5 N 0.739 -1.703 5.686  C32 1.381, C51 1.355
6 N 2.356 0.013 -1.137  C45 1.313, C67 1.382
7 N 4.014 -6.050 -1.664  C58 1.345, C61 1.357
8 N -2.837 2.339 5.457  C25 1.369, C29 1.371
9 N -2.433 4.302 0.036  C20 1.379, C50 1.341
10 N -4.634 -2.435 1.548  C54 1.357, C72 1.374
11 N 5.646 0.120 -4.698  C23 1.387, C53 1.352
12 N 0.686 -2.914 -4.629  C24 1.369, C46 1.379
13 C -0.649 -5.324 1.455  C35 1.384, C63 1.407, H110 1.080
14 C -1.096 -4.774 -5.532  C27 1.386, C57 1.397, H116 1.080
15 C 5.467 -1.893 -6.121  C16 1.380, C23 1.409, H75 1.080
16 C 4.277 -2.220 -5.502  C15 1.380, C36 1.390, H102 1.080
17 C 0.058 -3.316 0.253  N2 1.386, C35 1.445, H127 1.080
18 C 0.663 5.646 -0.207  N1 1.369, C38 1.407, H119 1.080
19 C -2.595 3.817 3.589  C29 1.375, C47 1.419, H107 1.080
20 C -3.309 3.528 -0.696  N9 1.379, C55 1.396, H80 1.080
21 C -3.871 6.205 -0.211  C31 1.417, C50 1.380, H95 1.080
22 C 1.260 1.448 0.522  C42 1.392, C67 1.406, H77 1.080
23 C 6.089 -0.690 -5.734  N11 1.387, C15 1.409, H113 1.080
24 C 0.046 -3.720 -3.727  N12 1.369, C57 1.356, H106 1.080
25 C -1.683 1.717 5.061  N8 1.369, C37 1.362, H123 1.080
26 C 4.055 -3.521 -0.473  C40 1.388, C48 1.441, H79 1.080
27 C -0.427 -3.975 -6.446  C14 1.386, C46 1.396, H94 1.080
28 C 4.600 1.709 5.083  C62 1.412, C66 1.398, H109 1.080
29 C -3.219 3.457 4.761  N8 1.371, C19 1.375, H128 1.080
30 C -3.571 -0.540 0.540  C34 1.390, C54 1.392, H87 1.080
31 C -4.791 5.415 -0.945  C21 1.417, C55 1.407, H82 1.080
32 C -0.390 -2.376 5.263  N5 1.381, C59 1.375, H117 1.080
33 C 0.953 -0.801 3.452  C44 1.362, C51 1.425, H100 1.080
34 C -3.412 0.095 1.766  C30 1.390, C69 1.397, H85 1.080
35 C 0.251 -4.282 1.310  C13 1.384, C17 1.445, H131 1.080
36 C 3.726 -1.410 -4.514  C16 1.390, C53 1.436, H73 1.080
37 C -0.929 2.076 3.985  C25 1.362, C47 1.382, H105 1.080
38 C 1.069 5.833 1.127  C18 1.407, C39 1.391, H125 1.080
39 C 1.236 7.136 1.582  C38 1.391, C41 1.407, H126 1.080
40 C 3.235 -3.776 -1.564  C26 1.388, C58 1.392, H78 1.080
41 C 0.985 8.214 0.713  C39 1.407, C64 1.418, H84 1.080
42 C 0.044 1.115 -0.068  C22 1.392, C49 1.435, H89 1.080
43 C 2.840 2.846 6.177  C66 1.364, C70 1.394, H88 1.080
44 C -0.179 -1.437 3.038  C33 1.362, C59 1.436, H132 1.080
45 C 1.193 -0.264 -1.680  N6 1.313, C49 1.385, H81 1.080
46 C 0.489 -3.026 -5.989  N12 1.379, C27 1.396, H97 1.080
47 C -1.417 3.117 3.219  C19 1.419, C37 1.382, H121 1.080
48 C 4.842 -4.595 0.078  C26 1.441, C61 1.399, H114 1.080
49 C -0.008 0.151 -1.130  C42 1.435, C45 1.385, H130 1.080
50 C -2.744 5.583 0.285  N9 1.341, C21 1.380, H103 1.080
51 C 1.416 -0.942 4.792  N5 1.355, C33 1.425, H115 1.080
52 C -3.227 0.424 -4.489  C56 1.410, C71 1.441, H96 1.080
53 C 4.454 -0.224 -4.161  N11 1.352, C36 1.436, H129 1.080
54 C -4.171 -1.792 0.446  N10 1.357, C30 1.392, H99 1.080
55 C -4.484 4.071 -1.221  C20 1.396, C31 1.407, H86 1.080
56 C -2.369 -0.503 -3.863  C52 1.410, C65 1.407, H101 1.080
57 C -0.841 -4.648 -4.164  C14 1.397, C24 1.356, H83 1.080
58 C 3.174 -5.077 -2.056  N7 1.345, C40 1.392, H122 1.080
59 C -0.862 -2.284 3.974  C32 1.375, C44 1.436, H93 1.080
60 C -1.978 -4.418 -0.376  N2 1.404, C63 1.410, H108 1.080
61 C 4.805 -5.827 -0.584  N7 1.357, C48 1.399, H76 1.080
62 C 3.863 1.736 3.879  N3 1.364, C28 1.412, H91 1.080
63 C -1.736 -5.437 0.568  C13 1.407, C60 1.410, H98 1.080
64 C 0.518 7.945 -0.599  N1 1.333, C41 1.418, H118 1.080
65 C -2.883 -1.704 -3.340  N4 1.323, C56 1.407, H92 1.080
66 C 4.075 2.272 6.250  C28 1.398, C43 1.364, H111 1.080
67 C 2.400 0.833 -0.025  N6 1.382, C22 1.406, H104 1.080
68 C -5.038 -1.074 -3.832  N4 1.344, C71 1.422, H120 1.080
69 C -3.878 -0.573 2.901  C34 1.397, C72 1.383, H74 1.080
70 C 2.115 2.823 4.987  N3 1.363, C43 1.394, H90 1.080
71 C -4.638 0.133 -4.467  C52 1.441, C68 1.422, H112 1.080
72 C -4.458 -1.821 2.764  N10 1.374, C69 1.383, H124 1.080
73 H 2.871 -1.691 -3.917  C36 1.080
74 H -3.663 -0.202 3.892  C69 1.080
75 H 5.807 -2.576 -6.885  C15 1.080
76 H 5.444 -6.605 -0.193  C61 1.080
77 H 1.343 2.088 1.388  C22 1.080
78 H 2.675 -2.942 -1.961  C40 1.080
79 H 4.109 -2.541 -0.024  C26 1.080
80 H -3.019 2.489 -0.737  C20 1.080
81 H 1.168 -1.017 -2.454  C45 1.080
82 H -5.693 5.828 -1.374  C31 1.080
83 H -1.410 -5.231 -3.454  C57 1.080
84 H 1.227 9.243 0.930  C41 1.080
85 H -2.796 0.982 1.788  C34 1.080
86 H -5.116 3.365 -1.739  C55 1.080
87 H -3.187 -0.020 -0.325  C30 1.080
88 H 2.399 3.216 7.091  C43 1.080
89 H -0.886 1.494 0.331  C42 1.080
90 H 1.092 3.164 4.931  C70 1.080
91 H 4.240 1.253 2.989  C62 1.080
92 H -2.295 -2.484 -2.879  C65 1.080
93 H -1.648 -2.922 3.600  C59 1.080
94 H -0.648 -4.101 -7.496  C27 1.080
95 H -4.021 7.257 -0.017  C21 1.080
96 H -2.831 1.298 -4.984  C52 1.080
97 H 1.041 -2.454 -6.720  C46 1.080
98 H -2.541 -6.152 0.647  C63 1.080
99 H -4.395 -2.234 -0.514  C54 1.080
100 H 1.674 -0.291 2.830  C33 1.080
101 H -1.291 -0.430 -3.838  C56 1.080
102 H 3.849 -3.195 -5.681  C16 1.080
103 H -1.994 6.163 0.803  C50 1.080
104 H 3.351 0.944 0.474  C67 1.080
105 H 0.021 1.661 3.683  C37 1.080
106 H 0.185 -3.516 -2.675  C24 1.080
107 H -2.775 4.647 2.922  C19 1.080
108 H -2.878 -4.499 -0.966  C60 1.080
109 H 5.629 1.386 5.025  C28 1.080
110 H -0.582 -6.010 2.286  C13 1.080
111 H 4.577 2.311 7.206  C66 1.080
112 H -5.324 0.799 -4.969  C71 1.080
113 H 6.970 -0.278 -6.203  C23 1.080
114 H 5.601 -4.443 0.831  C48 1.080
115 H 2.312 -0.440 5.127  C51 1.080
116 H -1.822 -5.547 -5.738  C14 1.080
117 H -0.851 -3.164 5.840  C32 1.080
118 H 0.331 8.719 -1.329  C64 1.080
119 H 0.499 4.658 -0.612  C18 1.080
120 H -6.091 -1.311 -3.778  C68 1.080
121 H -0.882 3.363 2.314  C47 1.080
122 H 2.598 -5.324 -2.935  C58 1.080
123 H -1.450 0.839 5.645  C25 1.080
124 H -4.789 -2.445 3.581  C72 1.080
125 H 1.140 5.029 1.845  C38 1.080
126 H 1.696 7.267 2.551  C39 1.080
127 H 0.772 -2.512 0.156  C17 1.080
128 H -4.106 3.963 5.112  C29 1.080
129 H 4.002 0.446 -3.444  C53 1.080
130 H -0.961 -0.144 -1.545  C49 1.080
131 H 1.100 -4.142 1.963  C35 1.080
132 H -0.490 -1.424 2.004  C44 1.080

---

Calculated relative energies: #a 0.0022; #b 0.0315; #c 0.0000, given in hartree